Entry 1:
Entry from OMol25: the ion C6H14NS with charge -1 in a non-equilibrium geometry (ωB97M-V/def2-TZVPD).

Calculated values
E_LUMO, eV: 3.21
SMILES string: CCCNCCC[S-]
Net charge: -1
Strongest force on any atom, eV/Å: 5.26

Positions of all 22 atoms, in Å:
C -1.0082 -1.3753 -0.9547
C -1.1372 -2.8645 -0.6699
S -2.4566 -3.4267 0.4908
C -1.6313 -0.5330 0.1677
N -1.0936 0.8495 0.3181
C 0.2698 1.0500 0.8073
C 1.3040 1.5223 -0.2521
C 2.4177 2.2350 0.6178
H 0.0794 -1.0548 -1.0877
H -1.4929 -1.3085 -1.9181
H -1.6066 -3.3749 -1.5134
H -0.2586 -3.2077 -0.3073
H -1.3358 -0.9880 1.2293
H -2.7776 -0.5478 0.2664
H -1.0868 1.2027 -0.5368
H 0.0333 1.8258 1.5693
H 0.7094 0.1107 1.0947
H 1.8467 0.6206 -0.6646
H 0.9659 2.0892 -1.0352
H 3.2609 2.4548 -0.0566
H 2.0577 3.1514 1.1839
H 2.9405 1.5691 1.2510

Results of the Mulliken charge analysis, in e, for atoms 1 through 4: C 0.10; C -0.92; S -0.71; C -0.66

---

Entry 2:
Entry from OMol25: a cluster of 2 separate species, C5H12NOS in total in a non-equilibrium geometry (ωB97M-V/def2-TZVPD).

Calculated values
E_LUMO, eV: 4.00
Net charge: -1
Strongest force on any atom, eV/Å: 1.45

Positions of all 20 atoms, in Å:
O 2.4710 0.6426 1.4860
C 1.6382 -0.2122 1.6907
C 0.3358 0.0680 2.3772
N -0.4265 -1.1682 2.5424
H 1.9224 -1.2749 1.6264
H 0.5866 0.4656 3.3703
H -0.1841 0.8492 1.8172
H -1.2618 -1.0066 3.0914
H -0.7397 -1.4033 1.5949
C -1.3928 1.8660 -1.8288
C -1.1927 0.6387 -2.7688
C -1.1241 -0.6329 -1.9145
S 0.1857 -0.6759 -0.6690
H -2.3693 1.8209 -1.3343
H -1.2994 2.8130 -2.3629
H -0.6183 1.7859 -1.0644
H -2.0746 0.5730 -3.4216
H -0.3173 0.7791 -3.4045
H -1.0200 -1.5272 -2.5349
H -2.1115 -0.7183 -1.4307

Results of the Mulliken charge analysis, in e, for atoms 1 through 4: O -0.55; C -0.15; C -0.25; N -0.70

---

Entry 3:
Entry from OMol25: a cluster of 2 separate species, C5H14N3 in total in a non-equilibrium geometry (ωB97M-V/def2-TZVPD).

Calculated values
E_LUMO, eV: -5.35
Net charge: +1
Strongest force on any atom, eV/Å: 1.72

Positions of all 22 atoms, in Å:
C -2.0336 0.6260 -1.3034
C -2.0216 -0.6679 -0.4885
C -1.0052 -1.2071 1.6663
N -1.7742 -0.4675 0.9381
H -2.8192 1.3354 -0.9899
H -1.0750 1.1778 -1.1828
H -2.1379 0.4267 -2.3601
H -3.0288 -1.1388 -0.5189
H -1.2585 -1.3694 -0.8706
H -0.7445 -0.8064 2.6364
H -0.6707 -2.2057 1.2585
H -2.3274 0.2848 1.3707
C 2.1144 -0.9712 -1.1514
N 1.9671 0.4611 -0.8361
C 1.8501 0.7797 0.4967
N 1.1329 1.7548 0.9359
H 2.2124 -1.1060 -2.2532
H 3.0032 -1.4307 -0.5899
H 1.2472 -1.4877 -0.7279
H 1.2408 0.9246 -1.3984
H 2.4480 0.0043 1.0604
H 1.2054 1.7944 1.9814

Results of the Mulliken charge analysis, in e, for atoms 1 through 4: C -1.13; C -0.31; C -0.30; N 0.09

---

Entry 4:
Entry from OMol25: a structure of composition C5H5FN2 in a non-equilibrium geometry (ωB97M-V/def2-TZVPD).

Calculated values
E_LUMO, eV: -0.26
Strongest force on any atom, eV/Å: 7.64

Positions of all 13 atoms, in Å:
C 0.4542 1.0293 -0.2232
C -0.2945 -0.2494 -0.1713
C 0.1785 -1.4922 -0.0984
C -1.7341 -0.0953 -0.0013
C -2.9810 -0.4117 0.1559
H 2.4701 1.7179 0.7027
H 2.2801 -0.1513 0.9330
H -1.1651 2.2904 -0.3666
H -0.0436 -2.5245 -0.2231
H -4.0507 -0.8645 0.8276
N 1.7381 0.8597 0.2837
N -0.0343 2.2631 -0.1529
F 1.6494 -1.6679 -0.0843

Results of the Mulliken charge analysis, in e, for atoms 1 through 4: C 0.40; C 0.74; C -0.29; C -0.47

---

Entry 5:
Entry from OMol25: a cluster of 3 separate species, C4H14O2S in total in a non-equilibrium geometry (ωB97M-V/def2-TZVPD).

Calculated values
E_LUMO, eV: 0.25
SMILES string: CCCCS.O.O
Strongest force on any atom, eV/Å: 3.17

Positions of all 21 atoms, in Å:
C -1.2974 1.4491 -1.4377
C -0.3043 0.7102 -0.5471
C 1.2035 1.1827 -0.7397
C 2.3219 0.4749 0.0324
S 3.7687 1.5985 0.0797
H -2.3427 1.0981 -1.4151
H -1.0361 1.2252 -2.5147
H -1.1860 2.6164 -1.2593
H -0.5080 0.9608 0.5356
H -0.4261 -0.3817 -0.6271
H 1.5651 1.1220 -1.8330
H 1.2056 2.2772 -0.4132
H 2.0338 0.2851 1.0558
H 2.5476 -0.4563 -0.5148
H 4.5394 1.0669 -0.9307
H -1.7877 -1.4837 3.9673
H -0.6695 -2.3357 3.2907
O -1.6326 -2.4163 3.5710
H -2.6546 -2.5341 0.5591
H -2.3340 -3.2428 -0.7674
O -3.0065 -3.2165 -0.0917

Results of the Mulliken charge analysis, in e, for atoms 1 through 4: C -1.09; C -0.29; C -0.52; C -0.61

---

Entry 6:
Entry from OMol25: a cluster of 2 separate species, C3H11NO in total in a non-equilibrium geometry (ωB97M-V/def2-TZVPD).

Calculated values
E_LUMO, eV: 0.59
SMILES string: CCNC.O
Strongest force on any atom, eV/Å: 1.41

Positions of all 16 atoms, in Å:
C 0.5991 -2.0035 0.2686
C 0.1108 -1.2796 -0.9808
N -1.2702 -0.7059 -0.9626
C -1.3519 0.7188 -1.3125
H -0.1997 -2.0720 1.0146
H 1.4552 -1.5022 0.7106
H 0.9970 -3.0072 0.1186
H 0.1309 -2.0203 -1.7762
H 0.7394 -0.4320 -1.2512
H -1.6211 -0.8788 -0.0267
H -1.8406 1.2390 -0.4984
H -0.3514 1.1500 -1.3609
H -1.8819 0.8124 -2.2538
H 1.1314 3.7194 3.4151
H 1.6108 2.7306 2.1916
O 1.7421 3.5314 2.7040

Results of the Mulliken charge analysis, in e, for atoms 1 through 4: C -0.97; C -0.15; N -0.42; C -0.75

---

Entry 7:
Entry from OMol25: the molecule C19H22FN5OS in a non-equilibrium geometry (ωB97M-V/def2-TZVPD).

Calculated values
E_LUMO, eV: 0.15
SMILES string: Cc1nnc(SCCN2CCOCC2)c2nn(-c3ccccc3F)c(C)c12
Strongest force on any atom, eV/Å: 1.67

Positions of all 49 atoms, in Å:
C 1.4323 3.2587 -2.7354
C 0.4787 2.5071 -1.8656
N -0.7677 2.4612 -2.2433
N -1.7081 1.8245 -1.5603
C -1.4502 1.2011 -0.4398
C -0.1286 1.1764 0.0786
N 0.3828 0.6022 1.1564
N 1.6818 0.8981 1.1265
C 2.0544 1.6454 0.0594
C 0.8846 1.8542 -0.6700
C 3.4535 2.0651 -0.2006
H 3.6111 3.1005 0.1055
H 4.1539 1.4341 0.3434
H 3.6686 1.9967 -1.2646
C 2.5096 0.4205 2.1585
C 3.2888 1.2872 2.9161
C 4.0782 0.7995 3.9417
C 4.0912 -0.5554 4.2291
C 3.3189 -1.4317 3.4871
C 2.5362 -0.9402 2.4589
F 1.8198 -1.7970 1.7178
H 3.3148 -2.4910 3.6884
H 4.7038 -0.9327 5.0329
H 4.6786 1.4819 4.5227
H 3.2585 2.3446 2.7036
S -2.7305 0.3948 0.4116
C -4.0514 0.4110 -0.8445
H -4.2773 1.4479 -1.0838
H -4.9037 -0.0485 -0.3462
C -3.6261 -0.3532 -2.0995
N -2.7657 -1.4635 -1.7564
C -1.8401 -1.8538 -2.7986
C -0.8522 -2.8613 -2.2084
O -1.5183 -3.9970 -1.7101
C -2.4431 -3.6223 -0.7149
C -3.4701 -2.6264 -1.2545
H -4.1340 -2.3234 -0.4439
H -4.0698 -3.1088 -2.0490
H -2.9289 -4.5425 -0.3855
H -1.9133 -3.1592 0.1305
H -0.1593 -3.2202 -2.9718
H -0.2896 -2.3747 -1.3971
H -1.2992 -0.9703 -3.1447
H -2.3580 -2.3147 -3.6597
H -3.0548 0.3306 -2.7293
H -4.5289 -0.6682 -2.6514
H 1.9718 4.0041 -2.1537
H 0.8775 3.7482 -3.5302
H 2.1573 2.5763 -3.1780

Results of the Mulliken charge analysis, in e, for atoms 1 through 4: C -1.30; C 0.51; N -0.94; N -0.31

---

Entry 8:
Entry from OMol25: a structure of composition C34H50As2BrIrN4O12S (ωB97M-V/def2-TZVPD).

Calculated values
Spin multiplicity: 5
E_LUMO (alpha / beta), eV: -5.06 / -6.84
Net charge: +2
Strongest force on any atom, eV/Å: 0.57

Positions of all 105 atoms, in Å:
Ir 0.5478 -0.0146 -0.1066
C -3.1924 -3.0376 2.7086
C -3.4562 -2.2015 1.4681
S -2.1240 -2.0253 0.2882
O -1.0077 -1.2747 1.0636
C -1.5710 -3.7330 0.0606
C -0.6127 -4.2527 1.1247
H -4.0150 -2.8939 3.4093
H -2.2661 -2.7455 3.2021
H -3.1531 -4.0991 2.4755
H -3.6835 -1.1617 1.7159
H -4.2873 -2.5848 0.8689
H -1.1044 -3.6988 -0.9250
H -2.4836 -4.3286 -0.0197
H 0.0748 -3.4741 1.4455
H -0.0236 -5.0662 0.7088
H -1.1269 -4.6213 2.0065
C -2.3456 -0.2889 4.9868
O -1.2031 -1.0486 4.5410
C -0.1392 -0.3784 4.1541
O -0.0969 0.8074 3.9120
C 1.0783 -1.2162 3.8707
C 1.8037 -1.9311 4.7296
As 3.5523 -2.8091 4.3905
C 2.8817 -4.5993 4.8381
C 3.4491 -3.0642 2.4266
C 2.6718 -2.3700 1.5977
As 1.7826 -0.7115 2.1345
C 3.2999 0.3836 2.6312
C 2.4734 -2.6084 0.1338
O 2.3058 -1.6604 -0.6337
O 2.3598 -3.8542 -0.2246
C 2.2485 -4.1649 -1.6341
C 4.5016 -4.0192 1.8732
O 4.7425 -4.1998 0.7128
O 5.2309 -4.5137 2.8719
C 6.3580 -5.3324 2.4819
C 1.4317 -1.9549 6.2047
O 0.3609 -1.6962 6.6756
O 2.5288 -2.1864 6.9295
C 2.3463 -2.1573 8.3646
H -2.3798 -0.3635 6.0706
H -3.2242 -0.7585 4.5556
H -2.2659 0.7478 4.6786
H 2.5892 -4.5898 5.8846
H 3.6816 -5.3181 4.6980
H 2.0265 -4.8612 4.2193
H 3.8016 -0.0610 3.4866
H 2.9305 1.3737 2.8890
H 3.9689 0.4510 1.7788
H 3.2500 -4.3421 -2.0182
H 1.7698 -3.3558 -2.1755
H 1.6625 -5.0764 -1.6912
H 6.8929 -5.5443 3.4003
H 6.9861 -4.7898 1.7816
H 6.0043 -6.2497 2.0184
H 3.2730 -2.5323 8.7827
H 1.5062 -2.7834 8.6496
H 2.1664 -1.1356 8.6874
C -3.4080 2.8023 -2.8025
C -3.0707 1.3297 -2.7449
N -2.0573 1.1041 -1.7137
C -1.7517 1.9449 -0.7191
N -0.7088 1.6358 0.0891
C -0.4283 2.4896 1.2605
C -0.8564 3.9241 1.0378
C -2.3002 3.9357 0.6017
N -2.4901 3.0530 -0.5526
C -3.6701 3.2873 -1.3930
H -4.2844 2.9647 -3.4275
H -2.5770 3.3650 -3.2333
H -2.6720 0.9786 -3.6954
H -3.9645 0.7437 -2.5218
H -1.5270 0.2408 -1.7538
H 0.6427 2.4382 1.4522
H -0.9167 2.0717 2.1421
H -0.2341 4.3996 0.2738
H -0.7440 4.4944 1.9591
H -2.6160 4.9338 0.3046
H -2.9485 3.6144 1.4218
H -3.8743 4.3554 -1.3748
H -4.5396 2.7767 -0.9680
Br 1.9294 -3.4443 -7.9313
C 1.4896 -2.5949 -6.3159
C 0.3353 -2.9733 -5.6426
C 0.0208 -2.3521 -4.4469
C 0.8493 -1.3545 -3.9380
C 1.9983 -0.9794 -4.6289
C 2.3254 -1.6030 -5.8203
C 0.5238 -0.7149 -2.6548
O -0.3661 -1.2063 -1.8763
O 1.1328 0.3259 -2.2665
H -0.3041 -3.7415 -6.0548
H -0.8719 -2.6344 -3.9032
H 2.6356 -0.2064 -4.2201
H 3.2173 -1.3257 -6.3653
C 4.1712 2.2874 -1.2756
C 2.7279 2.2134 -0.8889
N 1.8710 3.0404 -1.4754
O 2.3597 1.4238 0.0113
H 4.3082 2.6987 -2.2742
H 4.6008 1.2898 -1.2223
H 4.6965 2.9250 -0.5617
H 2.1552 3.6175 -2.2480
H 0.8856 2.9279 -1.2882

Results of the Mulliken charge analysis, in e, for atoms 1 through 4: Ir 4.61; C -1.21; C -0.53; S 0.76

---

Entry 9:
Entry from OMol25: a cluster of 2 separate species, C6H12N2O2 in total in a non-equilibrium geometry (ωB97M-V/def2-TZVPD).

Calculated values
E_LUMO, eV: 0.89
SMILES string: CO/C=N/O.C#CCNC
Strongest force on any atom, eV/Å: 1.85

Positions of all 22 atoms, in Å:
C 0.1817 -2.4529 0.5470
C 0.6086 -0.6774 2.0583
C -1.0344 0.2167 -3.6506
C -0.2428 0.5269 -1.4043
C -0.5246 1.1300 -0.0904
C -0.7498 1.6457 0.9685
H -0.8537 -2.6642 0.2001
H 0.6788 -1.7819 -0.1358
H 0.7373 -3.4055 0.6207
H 0.4992 -0.3318 3.0801
H 2.0099 1.6811 0.9298
H -1.8752 0.4193 -4.3341
H -0.8795 -0.8654 -3.6168
H -0.1222 0.6791 -4.0800
H -1.5896 1.6701 -2.3607
H -0.0580 -0.5482 -1.2761
H 0.6979 0.9549 -1.8000
H -0.9398 2.0892 1.9317
N 1.1751 0.0163 1.1570
N -1.3576 0.6891 -2.3178
O 0.0938 -1.8897 1.8602
O 1.5987 1.2436 1.6893

Results of the Mulliken charge analysis, in e, for atoms 1 through 4: C -0.53; C 0.16; C -0.87; C -0.20

---

Entry 10:
Entry from OMol25: the molecule CH2N2O2 in a non-equilibrium geometry (ωB97M-V/def2-TZVPD).

Calculated values
E_LUMO (alpha / beta), eV: -0.71 / -0.71
Strongest force on any atom, eV/Å: 5.66

Positions of all 7 atoms, in Å:
C -0.6066 -1.1295 -1.5059
N 0.7945 -0.0426 0.5541
N 0.2048 -0.4324 -0.8718
O -1.3862 -1.9684 -1.7683
O -0.1150 -0.4011 1.5003
H -0.1698 -1.3990 1.5460
H 0.9094 0.0320 -1.6111

Results of the Mulliken charge analysis, in e, for atoms 1 through 4: C 0.60; N -0.37; N -0.14; O -0.34

---

Entry 11:
Entry from OMol25: a structure of composition C16H21Br2ClFN2Zn in a non-equilibrium geometry (ωB97M-V/def2-TZVPD).

Calculated values
E_LUMO, eV: -4.03
Net charge: +1
Strongest force on any atom, eV/Å: 3.69

Positions of all 44 atoms, in Å:
Cl -1.8764 1.9530 1.2248
C -0.6026 0.8911 1.7794
N -0.1313 0.0045 0.6582
C -1.2977 -0.8225 0.1211
C -0.8238 -1.7334 -1.0062
N 0.6669 -1.5494 -1.2199
F 1.0978 -2.3816 -2.2337
C 1.4114 -1.8795 0.0622
C 0.9698 -0.9278 1.1696
C 0.9428 -0.1045 -1.6016
C 0.4412 0.8266 -0.4968
H 0.2273 1.4892 2.1530
H -0.9809 0.2786 2.5978
H -1.7332 -1.3945 0.9443
H -2.0742 -0.1361 -0.2282
H -1.0104 -2.7845 -0.7851
H -1.3310 -1.5265 -1.9496
H 1.2084 -2.9213 0.3144
H 2.4817 -1.8125 -0.1391
H 1.8068 -0.3080 1.5030
H 0.6073 -1.4681 2.0480
H 2.0173 -0.0002 -1.7608
H 0.4621 0.0950 -2.5616
H -0.3403 1.4989 -0.8634
H 1.2472 1.4574 -0.1129
Br -0.9298 -5.1590 3.1767
Zn -1.3357 -6.2008 1.0923
Br -3.3643 -5.4104 0.1860
C -0.1771 -5.0842 -0.3472
C -0.3328 -5.1532 -1.7415
C 0.8296 -5.6029 -2.3627
C 1.7971 -5.8513 -1.3304
C 1.1578 -5.5484 -0.0852
C 1.8646 -5.6740 1.1090
C 3.1875 -6.0707 1.0682
C 3.8105 -6.3592 -0.1433
C 3.1267 -6.2684 -1.3453
H -0.9245 -4.6426 0.4964
H -1.2295 -4.8651 -2.2663
H 0.9867 -5.7191 -3.4208
H 1.3609 -5.4802 2.0392
H 3.7365 -6.1705 1.9892
H 4.8467 -6.6528 -0.1448
H 3.5941 -6.5249 -2.2801

Results of the Mulliken charge analysis, in e, for atoms 1 through 4: Cl -0.05; C -0.43; N -0.33; C -0.78

---

Entry 12:
Entry from OMol25: the ion C4H11NO2 with charge +1 in a non-equilibrium geometry (ωB97M-V/def2-TZVPD).

Calculated values
Spin multiplicity: 2
E_LUMO (alpha / beta), eV: -3.48 / -8.48
Net charge: +1
Strongest force on any atom, eV/Å: 2.02

Positions of all 18 atoms, in Å:
C -0.0265 -1.8935 -0.3236
O 0.8234 -2.7889 0.2269
C 0.3072 -0.3598 0.1164
C -0.4058 0.5541 -0.8730
C -0.2981 2.0344 -0.4391
O 1.0485 2.3969 -0.3886
N -0.0825 -0.1769 1.4399
H -1.0744 -2.1027 -0.1005
H 0.0995 -1.9473 -1.4048
H 0.6332 -2.9410 1.1633
H 1.3888 -0.2353 0.0620
H 0.1034 0.4564 -1.8252
H -1.4514 0.3394 -1.0608
H -0.8417 2.5561 -1.2433
H -0.7852 2.2336 0.5238
H 1.2051 2.9500 0.3827
H -1.0715 -0.3536 1.6207
H 0.4280 -0.7219 2.1233

Results of the Mulliken charge analysis, in e, for atoms 1 through 4: C -0.69; O -0.41; C 0.40; C -0.91

---

Q: Look up the strongest force on any atom of the tenth one.
A: 5.66 eV/Å

---

Copy entry 11 word for word.
Entry from OMol25: a structure of composition C16H21Br2ClFN2Zn in a non-equilibrium geometry (ωB97M-V/def2-TZVPD).

Calculated values
E_LUMO, eV: -4.03
Net charge: +1
Strongest force on any atom, eV/Å: 3.69

Positions of all 44 atoms, in Å:
Cl -1.8764 1.9530 1.2248
C -0.6026 0.8911 1.7794
N -0.1313 0.0045 0.6582
C -1.2977 -0.8225 0.1211
C -0.8238 -1.7334 -1.0062
N 0.6669 -1.5494 -1.2199
F 1.0978 -2.3816 -2.2337
C 1.4114 -1.8795 0.0622
C 0.9698 -0.9278 1.1696
C 0.9428 -0.1045 -1.6016
C 0.4412 0.8266 -0.4968
H 0.2273 1.4892 2.1530
H -0.9809 0.2786 2.5978
H -1.7332 -1.3945 0.9443
H -2.0742 -0.1361 -0.2282
H -1.0104 -2.7845 -0.7851
H -1.3310 -1.5265 -1.9496
H 1.2084 -2.9213 0.3144
H 2.4817 -1.8125 -0.1391
H 1.8068 -0.3080 1.5030
H 0.6073 -1.4681 2.0480
H 2.0173 -0.0002 -1.7608
H 0.4621 0.0950 -2.5616
H -0.3403 1.4989 -0.8634
H 1.2472 1.4574 -0.1129
Br -0.9298 -5.1590 3.1767
Zn -1.3357 -6.2008 1.0923
Br -3.3643 -5.4104 0.1860
C -0.1771 -5.0842 -0.3472
C -0.3328 -5.1532 -1.7415
C 0.8296 -5.6029 -2.3627
C 1.7971 -5.8513 -1.3304
C 1.1578 -5.5484 -0.0852
C 1.8646 -5.6740 1.1090
C 3.1875 -6.0707 1.0682
C 3.8105 -6.3592 -0.1433
C 3.1267 -6.2684 -1.3453
H -0.9245 -4.6426 0.4964
H -1.2295 -4.8651 -2.2663
H 0.9867 -5.7191 -3.4208
H 1.3609 -5.4802 2.0392
H 3.7365 -6.1705 1.9892
H 4.8467 -6.6528 -0.1448
H 3.5941 -6.5249 -2.2801

Results of the Mulliken charge analysis, in e, for atoms 1 through 4: Cl -0.05; C -0.43; N -0.33; C -0.78

---

Q: What is the strongest force on any atom in the fifth record?
A: 3.17 eV/Å